C18H38BN6O2OsS | ωB97M-V/def2-TZVPD

E_tot (eV): -46275.2921
Total charge: +3
Spin multiplicity: 5
Relative energy (zero: lowest compared OMol25 entry of this formula, charge and spin) (kcal/mol): 0.0
HOMO level (spin up / spin down) (eV): -16.2 / -17.2
Molecular weight (g mol⁻¹): 603.7

The geometry in XYZ format:
```
67
Properties=species:S:1:pos:R:3:mulliken_charge:R:1
C -2.146 -1.846 0.210 0.48
H 2.722 -1.836 -1.323 0.32
H 0.604 3.231 2.449 0.43
H -1.522 2.313 2.225 0.27
Os 0.894 0.314 -1.576 1.72
C -4.075 -2.346 1.466 1.00
H -0.880 0.028 -3.722 0.32
H -5.592 -2.971 2.820 0.41
C -4.607 -2.900 0.323 -0.81
N 2.806 -0.855 -1.060 -0.60
H 1.644 -0.766 3.690 0.32
B -0.237 -0.198 1.629 1.32
C -1.555 2.013 3.275 -1.84
H -2.392 -1.383 2.190 0.04
H -5.300 -4.021 -1.973 0.40
H 1.280 3.007 4.060 0.39
H 2.988 -0.869 -0.059 0.20
C 1.279 2.616 3.042 -1.88
N 2.374 0.834 -3.381 0.30
H -2.566 1.682 3.511 0.49
C -4.397 -3.437 -2.130 -1.30
H 4.832 -0.921 -1.741 0.51
O 0.772 0.699 1.619 -0.56
C 0.870 1.162 3.048 1.22
H 4.457 0.530 -3.709 0.39
C 3.970 -0.253 -1.768 -0.81
H 0.488 3.057 -1.603 0.37
H -1.345 2.888 3.889 0.41
H 2.089 0.589 4.731 0.40
C 3.615 0.035 -3.218 -0.80
C -3.869 -2.882 -0.859 0.81
H -0.631 -1.480 -3.184 0.26
H -5.592 -3.344 0.350 0.44
H 0.375 -1.061 -5.410 0.51
C -0.643 0.478 5.031 -1.69
H 2.295 2.714 2.660 0.47
S -0.461 -1.287 0.143 -0.38
C -0.576 0.898 3.582 1.34
H -4.081 -2.471 3.601 0.39
C -4.767 -2.265 2.779 -1.40
H -5.175 -1.260 2.916 0.33
H 2.388 0.332 -5.460 0.31
H -0.237 1.270 5.662 0.39
C 2.532 2.847 -1.871 -0.60
N 1.235 2.478 -1.224 -0.64
H 1.480 -1.653 -4.181 0.39
H 3.470 -0.916 -3.733 0.38
C 1.678 0.460 -4.639 -0.80
N -2.826 -1.824 1.372 0.28
C 2.601 2.299 -3.290 -0.73
O -1.003 -0.268 2.734 -1.16
H 1.275 2.687 -0.227 0.12
C 1.925 0.288 3.697 -1.76
H -3.639 -4.052 -2.613 0.37
H 3.331 2.463 -1.240 0.22
C 0.856 -0.805 -4.466 -0.61
H 2.870 0.405 3.166 0.47
H 2.641 3.931 -1.906 0.54
N -2.627 -2.341 -0.892 -0.33
N -0.154 -0.604 -3.388 -0.59
H 1.012 1.277 -4.918 0.43
H 1.832 2.793 -3.884 0.40
H -4.633 -2.613 -2.808 0.32
H -0.086 -0.436 5.220 0.39
H -1.681 0.326 5.326 0.45
H 4.251 0.650 -1.232 0.25
H 3.563 2.572 -3.732 0.33
```